Record 1
Here is a 5-piece molecular cluster, C37H66F2O8Si overall at a distorted geometry from the Open Molecules 2025 dataset. Energies are from the ωB97M-V functional and the def2-TZVPD basis.

The geometry in XYZ format:
```
114
Properties=species:S:1:pos:R:3:lowdin_charge:R:1
C -0.101 -4.517 3.491 -0.117
C -1.411 -4.749 2.727 -0.211
C -2.250 -3.451 2.532 -0.213
O -2.546 -3.341 1.150 -0.143
C -3.731 -2.624 0.876 -0.136
C -3.377 -1.333 0.149 -0.092
C -2.147 -1.038 -0.248 0.070
C -1.925 0.297 -0.925 -0.292
O -1.207 0.398 -1.897 0.110
C -2.710 1.441 -0.302 0.011
C -2.093 2.833 -0.089 -0.455
F -2.942 3.815 -0.515 0.095
F -0.994 2.904 -0.885 0.090
C -1.780 3.017 1.413 -0.129
C -0.298 3.279 1.766 -0.200
Si 0.568 1.853 2.673 0.621
C -0.585 0.464 3.226 -0.168
C 1.324 2.567 4.257 -0.193
C 2.029 1.129 1.704 -0.243
C 3.299 1.149 2.246 -0.105
C 4.380 0.658 1.554 -0.085
C 4.194 0.135 0.292 -0.088
C 2.935 0.088 -0.234 -0.111
C 1.842 0.572 0.445 -0.084
C -3.951 1.148 0.088 -0.028
C -4.911 2.114 0.746 -0.132
O -5.906 1.380 1.452 -0.142
C -6.136 1.903 2.756 -0.205
C -5.038 1.389 3.708 -0.208
C -5.295 -0.062 4.183 -0.086
C -4.436 -0.287 -0.126 -0.255
O -5.556 -0.561 -0.505 0.148
H 0.504 -5.428 3.391 0.069
H -0.253 -4.384 4.567 0.072
H 0.502 -3.689 3.102 0.071
H -1.237 -5.192 1.744 0.109
H -2.014 -5.453 3.313 0.103
H -3.143 -3.557 3.161 0.119
H -1.657 -2.609 2.919 0.110
H -4.460 -3.202 0.298 0.143
H -4.196 -2.303 1.820 0.118
H -1.306 -1.711 -0.099 0.135
H -2.217 2.170 1.947 0.078
H -2.360 3.888 1.743 0.122
H 0.333 3.572 0.921 0.082
H -0.281 4.130 2.458 0.078
H -1.398 0.805 3.880 0.031
H -0.966 -0.154 2.401 0.014
H 0.021 -0.210 3.850 0.039
H 0.546 2.880 4.967 0.040
H 1.930 3.451 4.041 0.024
H 1.946 1.840 4.791 0.030
H 3.495 1.548 3.237 0.085
H 5.381 0.696 1.972 0.106
H 5.058 -0.227 -0.257 0.109
H 2.786 -0.349 -1.216 0.095
H 0.847 0.520 0.010 0.094
H -5.444 2.743 0.018 0.149
H -4.386 2.797 1.421 0.109
H -6.144 3.003 2.721 0.121
H -7.105 1.545 3.114 0.123
H -5.015 2.034 4.598 0.108
H -4.050 1.471 3.241 0.086
H -6.342 -0.361 4.083 0.075
H -5.071 -0.104 5.257 0.068
H -4.625 -0.792 3.720 0.051
C 4.745 4.365 7.662 -0.064
C 4.540 3.680 6.319 -0.496
C 5.827 3.658 5.508 -0.059
O 3.520 4.356 5.584 -0.072
H 5.052 5.405 7.521 0.081
H 3.813 4.381 8.229 0.079
H 5.506 3.855 8.255 0.080
H 4.189 2.659 6.478 0.136
H 6.169 4.676 5.299 0.083
H 5.664 3.171 4.545 0.071
H 6.620 3.127 6.037 0.081
H 3.813 5.261 5.434 0.091
C -0.059 0.059 -6.911 -0.058
C 0.127 -1.278 -6.211 -0.490
C -0.816 -1.420 -5.029 -0.053
O 1.478 -1.399 -5.759 -0.070
H 0.155 0.886 -6.228 0.070
H 0.632 0.150 -7.751 0.082
H -1.078 0.171 -7.285 0.081
H -0.046 -2.090 -6.919 0.126
H -0.625 -0.642 -4.285 0.065
H -0.663 -2.380 -4.531 0.075
H -1.859 -1.353 -5.344 0.084
H 1.638 -0.686 -5.132 0.049
C 2.606 1.902 -3.131 -0.056
C 3.651 2.160 -4.207 -0.482
C 3.242 1.555 -5.541 -0.053
O 4.906 1.613 -3.800 -0.052
H 2.476 0.830 -2.966 0.059
H 2.921 2.334 -2.181 0.081
H 1.639 2.329 -3.405 0.086
H 3.797 3.235 -4.323 0.139
H 3.137 0.470 -5.459 0.063
H 4.005 1.743 -6.297 0.085
H 2.295 1.970 -5.891 0.076
H 4.792 0.662 -3.695 0.084
C -0.024 -7.216 -6.771 -0.068
C 0.180 -5.754 -7.139 -0.496
C 1.146 -5.071 -6.183 -0.056
O -1.076 -5.073 -7.119 -0.059
H -0.450 -7.305 -5.767 0.080
H -0.725 -7.689 -7.460 0.077
H 0.918 -7.766 -6.798 0.078
H 0.562 -5.683 -8.158 0.138
H 0.759 -5.090 -5.160 0.084
H 1.275 -4.023 -6.456 0.061
H 2.124 -5.556 -6.193 0.082
H -1.426 -5.127 -6.224 0.083
```

Calculated values
Electronic energy   -2540.4962 hartree
Orbital gap   8.5442 eV
ΔE to the lowest compared entry with this formula, charge and spin   13.4 kcal/mol
SMILES string   CCCOCC1=CC(=O)C(C(F)(F)CC[Si](C)(C)c2ccccc2)=C(COCCC)C1=O.CC(C)O.CC(C)O.CC(C)O.CC(C)O

Record 2
Here is C22H11NO12Pt as an isolated structure at a distorted geometry from the Open Molecules 2025 dataset. Energies are from the ωB97M-V functional and the def2-TZVPD basis.

The geometry in XYZ format:
```
47
Properties=species:S:1:pos:R:3:lowdin_charge:R:1
Pt -1.193 0.844 0.955 -0.003
C 1.352 -5.142 0.028 -0.016
C 0.689 -3.843 -0.128 -0.316
C 0.991 -3.151 -1.508 -0.301
O 0.531 -2.034 -1.585 0.116
C 1.826 -3.838 -2.488 0.092
C 2.376 -4.995 -2.172 -0.365
C 2.133 -5.727 -0.854 -0.376
O 2.742 -6.866 -0.492 -0.141
O 3.204 -5.398 -3.031 0.050
O 0.199 -3.120 0.765 0.016
H 1.245 -5.521 1.034 0.107
H 2.095 -3.296 -3.383 0.135
C -4.678 3.964 -3.436 -0.084
C -4.267 3.082 -2.468 -0.391
C -5.269 1.881 -1.965 -0.368
O -4.701 1.024 -1.308 -0.027
C -6.556 1.731 -2.581 -0.080
C -6.868 2.607 -3.515 -0.423
C -5.937 3.793 -3.962 -0.317
O -6.188 4.644 -4.985 -0.220
O -8.037 2.426 -4.072 -0.187
O -3.199 3.109 -1.817 -0.067
H -4.027 4.730 -3.831 0.090
H -7.240 0.989 -2.196 0.088
C 6.425 -0.093 -1.443 0.055
C 6.803 -1.273 -0.589 -0.357
C 5.881 -1.707 0.576 -0.335
O 6.080 -2.881 0.924 0.045
C 4.924 -0.757 1.081 0.073
C 4.667 0.377 0.336 -0.289
C 5.430 0.729 -0.923 -0.371
O 5.140 1.790 -1.629 -0.066
O 3.570 0.967 0.783 0.004
O 7.754 -1.960 -0.918 0.010
H 6.740 0.160 -2.444 0.104
H 4.289 -1.119 1.876 0.127
N -1.351 1.473 5.594 0.016
C -2.674 1.568 5.275 -0.171
C -2.955 2.798 4.789 -0.124
C -1.729 3.483 4.586 -0.081
C -0.813 2.625 5.171 -0.188
H -0.829 0.708 5.997 0.150
H -3.375 0.775 5.490 0.102
H -3.959 3.105 4.534 0.092
H -1.417 4.497 4.382 0.088
H 0.175 2.844 5.546 0.102
```

Calculated values
Total charge   -4
Electronic energy   -1921.3393 hartree
⟨S²⟩   2.0693
Orbital gap (alpha / beta)   3.9839 / 2.5697 eV
ΔE to the lowest compared entry with this formula, charge and spin   183.2 kcal/mol
2S+1   3

Record 3
Here is a 2-piece molecular cluster, C35H41BN4O13PS2 overall at a distorted geometry from the Open Molecules 2025 dataset. Energies are from the ωB97M-V functional and the def2-TZVPD basis.

The geometry in XYZ format:
```
97
Properties=species:S:1:pos:R:3:lowdin_charge:R:1
C 5.556 -2.987 3.708 -0.101
C 4.942 -2.030 2.662 -0.178
C 3.449 -1.791 2.832 -0.199
N 3.096 -0.545 3.055 0.176
C 1.749 -0.352 3.182 -0.196
C 1.272 0.991 3.388 -0.204
P 2.402 2.463 3.468 0.892
O 3.821 2.180 2.672 -0.289
O 2.714 2.859 5.040 -0.265
C -0.072 1.241 3.509 -0.164
C -0.662 2.645 3.691 -0.131
C -0.356 3.588 2.449 -0.268
C -1.629 4.042 1.671 -0.459
S -1.929 2.888 0.311 0.916
C -0.930 3.447 -1.065 -1.070
S -0.731 5.049 -1.322 0.704
N -0.309 2.538 -1.939 -0.207
C 0.934 1.972 -1.387 -0.129
C 0.655 0.543 -0.881 -0.216
O 0.524 -0.272 -2.028 -0.159
C -0.485 0.215 -2.927 -0.151
C -1.218 1.496 -2.440 -0.152
C -0.997 0.133 3.471 -0.115
C -2.509 0.264 3.616 -0.143
O -3.123 0.949 2.529 -0.065
C -4.163 0.247 1.962 -0.274
C -4.191 0.152 0.579 -0.021
C -5.193 -0.487 -0.109 -0.070
C -6.237 -1.069 0.606 -0.101
C -6.193 -1.006 1.978 -0.105
C -5.185 -0.362 2.671 -0.029
C -0.516 -1.116 3.277 0.037
C 0.854 -1.412 3.123 -0.201
N 1.203 -2.710 2.897 0.204
C 2.491 -2.857 2.735 -0.202
C 2.952 -4.286 2.417 -0.090
C 2.016 -4.791 1.271 -0.172
N 1.813 -3.734 0.259 -0.115
C 2.593 -3.944 -0.983 -0.197
C 3.174 -2.567 -1.430 -0.055
C 0.419 -3.482 -0.017 -0.442
C -0.534 -4.549 -0.573 0.006
O -0.017 -2.364 0.166 0.106
H 5.320 -2.724 4.745 0.080
H 6.651 -2.902 3.614 0.073
H 5.329 -4.044 3.547 0.053
H 5.180 -2.379 1.645 0.108
H 5.457 -1.068 2.773 0.109
H 3.659 1.953 1.748 0.047
H 3.295 2.226 5.497 0.059
H -1.751 2.619 3.772 0.087
H -0.196 3.114 4.564 0.105
H 0.211 2.961 1.751 0.050
H 0.312 4.408 2.720 0.084
H -1.486 5.074 1.333 0.040
H -2.490 4.055 2.352 0.076
H 1.414 2.619 -0.645 0.117
H 1.617 1.848 -2.242 0.134
H 1.557 0.197 -0.352 0.111
H -0.193 0.474 -0.183 0.109
H -0.121 0.305 -3.958 0.118
H -1.264 -0.564 -2.970 0.122
H -1.926 1.164 -1.658 0.079
H -1.817 1.845 -3.286 0.111
H -2.682 0.850 4.536 0.133
H -2.906 -0.742 3.786 0.118
H -3.392 0.631 0.020 0.062
H -5.138 -0.519 -1.195 0.113
H -7.036 -1.546 0.045 0.102
H -7.016 -1.465 2.526 0.104
H -5.199 -0.334 3.759 0.117
H -1.220 -1.947 3.216 0.130
H 2.844 -4.926 3.301 0.122
H 3.962 -4.319 2.005 0.091
H 2.414 -5.685 0.769 0.113
H 1.037 -5.017 1.715 0.113
H 3.370 -4.708 -0.881 0.112
H 1.869 -4.227 -1.769 0.108
H 3.102 -2.405 -2.509 0.075
H 2.545 -1.810 -0.954 0.048
H 4.184 -2.435 -1.022 0.062
H -1.146 -4.916 0.258 0.086
H -0.052 -5.339 -1.157 0.076
H -1.221 -4.019 -1.244 0.088
B -1.426 3.272 -7.545 -0.865
O -0.060 3.397 -8.091 0.229
C 0.169 4.681 -8.348 -0.397
O 1.185 5.124 -8.801 0.144
C -1.068 5.476 -7.973 -0.397
O -1.203 6.662 -8.077 0.145
O -1.987 4.637 -7.507 0.231
O -2.255 2.378 -8.383 0.233
C -2.673 1.371 -7.629 -0.398
O -3.366 0.465 -8.001 0.142
C -2.126 1.557 -6.226 -0.382
O -2.310 0.823 -5.291 0.128
O -1.405 2.665 -6.192 0.237
```

Calculated values
Total charge   -1
Electronic energy   -3718.3026 hartree
Orbital gap   7.2867 eV